{
  "formula": "C45H41Br3N8O8",
  "method": "ωB97M-V/def2-TZVPD",
  "gap_ev": 4.92,
  "largest_force_ha_per_bohr": 0.3822,
  "e_homo_ev": -7.4887,
  "multiplicity": 1,
  "elements": ["H", "N", "H", "C", "C", "H", "C", "C", "C", "Br", "N", "H", "C", "H", "C", "C", "C", "C", "H", "O", "H", "H", "H", "C", "H", "C", "C", "H", "O", "H", "C", "C", "N", "H", "O", "H", "H", "N", "H", "C", "C", "C", "C", "H", "Br", "H", "C", "O", "H", "C", "C", "O", "H", "O", "O", "H", "N", "H", "C", "H", "C", "H", "H", "H", "O", "C", "C", "C", "C", "H", "N", "N", "H", "H", "C", "H", "Br", "H", "H", "H", "C", "H", "C", "C", "H", "C", "C", "H", "C", "C", "C", "C", "C", "H", "C", "C", "N", "H", "H", "H", "C", "C", "C", "C", "H"],
  "xyz": [[-2.88845, -1.64336, -4.36421], [0.63121, -1.33372, -3.20672], [-0.60112, -1.51411, 2.26539], [2.87848, 1.91556, 2.30193], [1.79020, -2.89919, 1.53285], [2.28468, -6.00768, 2.92588], [3.60261, 1.14121, 1.41250], [1.54488, 4.45143, 1.12924], [3.40756, -5.13700, 1.37899], [0.21983, -2.09699, -0.28658], [3.49508, -4.17625, 0.39544], [3.13875, 3.84763, 3.35884], [1.70692, -4.87474, -3.56212], [6.36163, 2.81584, 0.83383], [-2.43059, -0.13178, -2.93906], [-2.05984, 1.20989, -2.76342], [-0.92528, -3.47762, 1.51264], [-2.75266, 1.63847, -5.10557], [1.95421, 1.59873, 2.76207], [2.32061, 5.99574, 2.83582], [2.93037, -2.36048, -0.29341], [-1.69646, 2.46746, -0.39048], [1.53078, -1.19311, -1.36671], [-3.00699, 0.27480, -5.25740], [-4.01748, 1.73320, 3.06070], [1.71540, 0.75539, -2.41179], [-0.03936, 2.47999, 0.12522], [-0.16686, -3.46832, 0.74380], [-1.52727, 1.07915, -0.51262], [-1.91253, 3.09495, -3.76482], [5.38325, 2.66553, 1.26576], [-2.49412, 2.82933, 0.24133], [-5.47118, 4.12249, 3.07589], [-0.08426, -1.26147, -5.12147], [-5.77895, 5.30552, 3.04037], [1.33780, 2.45123, -1.55393], [4.13330, -5.91574, 1.19657], [-2.43318, -1.61893, 4.46445], [0.89607, -3.94839, 3.22266], [1.93331, 3.74718, -0.01803], [-2.41753, -4.90920, 2.77119], [-4.43159, 3.67816, 2.13255], [0.22260, -0.25617, 0.45329], [0.29952, 0.39569, -0.41690], [1.71243, -0.05856, 1.82876], [1.99395, 1.31496, -1.53105], [-2.77847, -3.86419, 3.52675], [-1.82706, -0.57354, 4.37761], [3.21561, 0.16864, 1.14652], [-0.44820, 3.12768, 1.28214], [1.42869, -3.58029, -3.06187], [-5.91757, 3.35006, 3.94289], [1.15961, -2.02990, 1.64727], [-0.93238, 2.87040, -1.47288], [3.43029, 5.87483, 1.00628], [1.72780, 2.37319, -3.91878], [-1.41475, 1.75082, -1.53769], [-2.33849, -0.93712, -2.22536], [0.69091, 0.67616, -4.54671], [-2.79356, 2.26067, -5.98738], [-1.17487, -2.42161, 2.38222], [-3.32330, -0.15021, -6.19852], [1.63430, -2.70724, -3.66346], [-2.26909, 1.13401, 1.48618], [-3.13804, -1.88527, 5.44795], [-1.56665, -4.72708, 1.68167], [-2.15052, -2.64682, 3.40928], [-4.15239, 4.46305, 0.96644], [-3.81436, 2.44352, 2.27293], [2.06473, -4.98282, -4.57537], [2.47909, 5.50714, 1.70856], [1.09234, -5.98168, -1.50653], [0.33175, -4.69742, -0.01649], [5.12749, 4.48737, 2.44397], [-2.70483, -0.58794, -4.22715], [0.44609, 1.07405, -5.52044], [-1.65465, 0.08522, 1.16823], [-0.66367, 1.68448, -0.25398], [-1.28331, -5.55867, 1.05350], [2.88352, 3.96515, -0.48278], [1.56127, -6.00940, -2.74398], [-1.41725, 2.86520, 1.68020], [-2.30538, 2.09286, -3.85370], [-3.16808, 4.03296, 0.08694], [-4.57094, 5.45134, 0.84597], [3.53670, 3.12370, 2.66317], [0.85334, -3.54634, -1.77626], [-2.93846, 4.57872, -0.81628], [2.72250, -3.06578, 0.49763], [1.42076, 1.37801, -3.63284], [1.63681, -3.96076, 2.43683], [0.31513, -0.66392, -4.31537], [0.36699, 4.15663, 1.75941], [0.62095, -2.55410, -1.41868], [-2.85192, 2.03077, 1.33615], [1.27544, -0.60209, -2.23382], [4.77087, 1.53421, 0.82687], [1.90281, -7.00089, -3.00227], [-2.84329, -5.90113, 2.80551], [-3.57809, -3.92372, 4.25025], [2.41205, -5.11379, 2.33331], [4.75813, 3.52017, 2.13657], [0.69058, -4.75136, -1.03370], [1.09688, 2.86355, -0.58524], [0.07640, 4.77384, 2.59668]],
  "forces_ev_per_a": [[0.095, -0.119, 0.063], [-0.580, 4.034, 0.810], [-0.112, -0.483, 0.951], [2.961, 3.534, 1.742], [1.415, -2.036, 1.434], [-0.168, 0.232, 0.444], [4.193, 2.101, -1.641], [0.920, 0.559, 0.188], [-0.327, 1.533, -2.450], [-5.863, 11.607, 7.966], [-0.202, 0.514, 1.614], [-0.554, -0.418, 0.224], [0.054, 0.565, 0.575], [0.062, 0.362, -0.039], [1.301, -0.184, -0.001], [-0.547, 0.597, -1.443], [-1.802, -3.120, 1.627], [0.158, -0.626, 0.964], [0.848, 1.953, 0.498], [-0.772, -1.246, -1.316], [-0.248, 0.315, -0.020], [-4.601, 5.674, 5.498], [1.078, 1.305, -0.843], [0.756, 0.307, -0.222], [-0.334, 0.374, 0.389], [-1.219, -2.547, -0.338], [5.364, 2.533, 3.337], [-1.588, -1.261, 2.602], [-4.952, -5.228, -10.986], [-0.285, 0.256, 0.075], [-0.884, -1.581, -1.380], [-4.560, 1.146, 2.574], [-0.332, 0.283, 1.929], [-0.450, 0.045, -0.063], [0.055, -0.529, -0.450], [-0.647, 1.334, 0.869], [-0.215, -0.405, 0.434], [0.175, -0.272, 1.254], [-0.080, 0.305, -0.029], [1.451, 1.975, 0.177], [0.334, -1.971, -2.979], [-0.066, 0.216, -1.769], [-0.688, -2.801, 2.649], [0.945, -0.657, 0.798], [-10.685, -4.791, -0.940], [1.479, -1.328, -0.566], [-1.060, 1.462, 1.864], [0.073, 0.238, -0.541], [3.775, 1.251, -1.557], [2.615, 0.841, 0.662], [0.348, -3.744, 0.145], [0.925, 0.550, -1.778], [0.782, -1.193, 0.518], [-2.161, 1.223, -5.550], [-1.360, -0.834, 0.284], [0.126, 0.244, 0.439], [-1.806, -3.030, -12.183], [0.239, 0.414, 0.635], [-0.478, -1.484, -1.027], [-0.223, 0.419, 0.285], [-0.722, -1.146, 1.148], [-0.010, 0.178, -0.171], [0.228, -0.932, 0.216], [-5.711, 9.900, 3.520], [0.422, -0.307, -1.759], [0.563, 1.361, 1.089], [1.058, 0.605, -0.880], [0.305, -0.404, 1.665], [0.513, -0.557, -0.776], [0.216, -0.112, -0.032], [0.817, 1.196, -0.303], [-0.968, 2.045, 1.073], [0.108, -0.704, -0.194], [0.407, -0.092, -0.088], [-1.605, 0.163, 0.740], [0.035, 0.253, -0.019], [8.803, -17.160, 3.778], [6.119, 1.146, 5.092], [-0.090, -0.090, -0.091], [0.106, 0.270, 0.013], [0.072, 0.505, 0.165], [2.025, 0.731, 1.257], [1.253, -0.360, 0.103], [-0.213, -0.509, -0.569], [-0.357, -0.138, 0.040], [0.019, -0.368, 0.147], [1.681, -6.204, -3.753], [-0.030, 0.540, 0.047], [1.265, -2.026, 1.069], [-0.007, -0.173, 0.604], [0.453, -0.134, -0.153], [1.199, 0.483, 0.386], [-0.516, 0.484, 0.574], [2.794, -3.544, -9.297], [-6.348, 5.115, 0.693], [1.235, 1.549, -3.091], [0.256, 0.322, 1.501], [-0.006, -0.008, -0.698], [-0.397, 0.060, 0.662], [0.144, -0.207, 0.298], [0.688, 0.047, -0.321], [-0.643, -0.169, 0.706], [1.291, -0.090, -2.223], [0.890, 0.168, 1.158], [-0.025, -0.104, 0.274]],
  "mulliken_charge": [0.49, -0.31, 2.28, -0.45, 1.12, 0.42, -0.84, -1.24, -0.47, 2.74, -0.78, 0.71, -0.81, 0.42, -0.28, 0.10, 1.26, -0.77, 0.53, -0.64, 0.68, 0.23, 0.15, -0.49, 0.72, -0.83, 1.97, -2.81, -0.22, 0.48, -0.71, 0.37, 0.97, 0.63, -0.58, 0.56, 0.44, 1.06, 0.56, 0.29, -0.99, -0.64, 1.03, -0.51, 0.57, 0.97, -0.54, -0.56, 1.31, 0.45, -0.94, -0.59, -0.36, -0.66, -0.61, 0.39, 1.72, 0.42, -0.72, 0.40, 0.88, 0.40, 0.49, -0.20, -0.64, -0.90, -1.62, -0.94, -0.27, 0.40, 1.20, -0.58, 0.84, 0.48, -0.94, 0.49, 0.45, -1.04, 0.51, 0.58, -0.51, -0.45, -0.37, -0.68, 0.48, -0.94, 1.92, 0.51, -0.03, -0.65, -0.95, -0.48, -1.25, -2.09, -0.30, 0.23, -0.65, 0.42, 0.41, 0.48, -0.82, -0.25, -0.11, -1.24, 0.62]
}

{
  "formula": "C45H41FN2O3TeTi",
  "method": "ωB97M-V/def2-TZVPD",
  "gap_ev": [4.36, 5.73],
  "s2": 3.7784,
  "largest_force_ha_per_bohr": 0.0689,
  "e_homo_ev": [-2.2742, -4.8903],
  "relative_energy_kcal_mol": 7.93,
  "charge": -1,
  "multiplicity": 4,
  "elements": ["Ti", "Te", "O", "H", "C", "H", "C", "C", "C", "C", "H", "H", "H", "C", "O", "H", "C", "H", "H", "C", "H", "H", "H", "C", "H", "C", "C", "C", "C", "H", "H", "C", "H", "C", "H", "H", "H", "C", "C", "C", "C", "C", "N", "C", "H", "C", "C", "C", "C", "F", "H", "H", "C", "H", "C", "C", "H", "H", "H", "C", "C", "H", "H", "N", "H", "C", "H", "H", "H", "H", "C", "C", "C", "H", "O", "C", "H", "C", "C", "H", "C", "H", "H", "C", "H", "C", "C", "H", "H", "C", "H", "C", "C", "C"],
  "xyz": [[-0.90134, -2.75230, -0.45793], [-0.26966, 0.78548, 0.63592], [1.16038, 0.34714, -2.26256], [-2.24931, 4.39637, -0.64863], [-0.61960, -1.29137, 5.49551], [4.11010, 1.63803, 0.43273], [1.94863, -3.76115, -4.67560], [-0.75441, -1.24719, 4.12420], [2.51843, -3.13991, -5.77497], [1.85966, 6.53547, 2.80945], [-1.83372, -0.20752, -4.29535], [2.47578, 3.37218, -1.06801], [-6.07835, 2.17263, 0.98488], [-0.86722, -2.40172, 3.36412], [0.20886, -4.12455, -1.78700], [3.75736, -2.36338, -1.02601], [3.99847, -0.36917, -0.44190], [-2.81306, -4.84438, -2.80966], [1.96346, -1.38924, 2.78866], [2.23888, -0.87524, -4.81268], [-1.25774, 3.16480, 4.44892], [-0.19164, 4.94650, 3.83661], [-0.49825, -2.44150, 7.28736], [-1.33685, 2.76502, 3.44820], [2.36448, 0.20944, -4.88017], [-2.03526, -1.24087, -3.96956], [2.87299, -1.94866, 0.96688], [-2.04910, 3.31210, -0.85983], [3.74276, 0.64246, 0.53511], [-4.50433, 3.64957, -0.16473], [-2.41557, 3.13257, -1.90348], [-2.34597, 1.29312, 0.80492], [3.95850, 0.80344, -2.28614], [-2.79222, 2.42461, 0.09536], [1.83726, -4.82080, -4.62792], [-3.69022, -1.99365, -0.46021], [-2.75272, -0.22505, 2.21981], [-3.14680, 0.59749, 1.64327], [2.65079, -1.69211, -5.90402], [1.64354, -1.52161, -3.72736], [-3.05173, -2.81245, -0.73807], [-2.38134, -1.45774, -2.61887], [-0.92026, -1.43523, 1.08438], [0.21150, 2.77418, 1.37422], [4.57151, -0.87341, -2.47188], [-0.25744, 3.32770, 2.58022], [1.12053, -0.86623, -2.58241], [2.59377, -0.96090, 1.94059], [-4.09991, 2.76658, 0.28437], [-1.46498, -2.04397, -6.10878], [-3.47752, -3.75060, -0.49178], [2.42781, 5.19050, 0.45650], [1.72219, 4.67818, 1.09217], [2.81806, 1.14905, 2.36178], [1.26354, 5.21820, 2.28838], [-0.63209, -2.51139, 6.16777], [-0.49123, -0.45284, 6.12179], [-0.68899, -0.26221, 3.71819], [1.09821, 7.28858, 2.83007], [-5.00792, 1.96506, 0.97475], [1.49058, -2.95442, -3.63054], [0.72598, 3.11602, -1.42025], [-2.32630, 3.02573, 3.13935], [0.63729, -1.87699, -1.72804], [-1.37996, 1.67076, 3.52185], [0.24863, 4.54034, 2.93872], [2.16712, 6.44652, 3.83872], [-1.05877, 3.04065, -0.75942], [-0.71577, -4.68504, 5.87443], [2.35492, -2.91547, 1.10614], [4.56028, 0.01690, -1.81786], [0.77048, -3.10769, -2.39685], [-0.73767, -3.67404, 5.43012], [-2.17084, -4.32650, -5.25887], [-0.63753, -3.65563, 1.38071], [-4.54792, 0.86556, 1.67899], [-2.46967, -0.63905, -1.91106], [-1.86261, -2.24543, -4.83320], [-2.23524, -3.54269, -4.48552], [-1.13770, -4.48801, 3.48257], [3.05176, 0.31312, 1.70076], [-5.22003, 0.41810, 2.35712], [3.05790, -1.32228, -6.82298], [-2.71750, -2.76011, -2.22496], [2.83318, -3.78796, -6.60991], [3.58217, -1.69242, -0.20849], [1.56960, 2.97732, -0.74114], [1.73894, 1.88058, -0.80762], [2.68784, 6.87947, 2.21504], [-2.63307, -3.78627, -3.15424], [5.58376, 0.33983, -1.78843], [-0.92919, -3.59241, 4.06366], [-0.73278, -2.40963, 1.90985], [1.19142, 3.46305, 0.61974]],
  "forces_ev_per_a": [[0.451, -1.140, -1.282], [-0.489, -0.202, 0.327], [-0.134, -0.322, -0.529], [0.459, -0.995, 0.014], [-0.430, -1.555, 0.278], [0.068, 0.590, -0.377], [0.155, 0.879, -0.379], [0.384, 0.621, 0.392], [-0.047, 0.520, -0.439], [-0.823, -1.128, -0.013], [0.056, -0.566, 0.102], [1.322, 1.183, -0.840], [0.304, 0.270, 0.025], [0.635, 0.699, 1.246], [0.209, 0.950, -0.242], [-0.248, -0.710, 0.047], [-0.113, 1.044, 0.000], [0.033, 1.254, -0.535], [0.938, 1.436, -0.898], [0.552, -1.344, -1.988], [0.238, 0.026, 0.390], [0.190, 0.419, 0.306], [-0.158, -0.602, -1.379], [0.059, -0.874, 0.395], [-0.220, -0.362, 0.289], [0.522, 3.104, 1.624], [-0.707, -0.532, 0.138], [-2.017, 0.420, -0.516], [0.071, -2.323, -0.339], [-0.003, 0.477, -0.451], [0.464, -0.005, 0.792], [1.781, 0.836, -1.049], [-0.027, -0.246, 0.098], [-0.666, 0.129, 0.269], [-0.007, -0.614, -0.057], [-0.135, 0.344, 0.237], [0.090, -0.098, 0.020], [-2.427, -0.896, 0.474], [-0.696, -1.121, 2.006], [0.795, 0.276, -1.081], [1.146, -0.628, -1.562], [-0.096, -0.682, -1.849], [0.638, 1.008, 0.764], [0.571, -0.061, 0.047], [-0.282, 0.426, 0.152], [-0.142, -0.750, -1.295], [-0.354, -0.183, 2.304], [-0.533, -2.483, -0.348], [-1.778, -0.394, 0.137], [0.039, 0.330, 0.057], [-0.545, -1.016, 0.523], [0.270, 0.157, 0.100], [-0.737, -0.761, 0.022], [0.073, -0.291, 0.176], [0.839, 0.679, -0.567], [0.601, 0.598, 1.226], [0.040, 1.242, 0.138], [0.049, 0.322, -0.826], [-0.495, 0.622, -0.203], [0.087, -0.331, 0.311], [-0.594, 1.324, 0.640], [0.399, 0.335, -0.331], [-0.700, 0.369, -0.642], [-0.341, -0.692, -1.165], [0.376, 0.257, -0.090], [0.215, 1.044, 1.207], [0.335, -0.229, 0.394], [2.191, 0.172, -0.380], [-0.095, 0.764, -0.043], [0.648, 0.375, -0.115], [-0.455, -0.893, 0.280], [-0.208, 0.043, 1.260], [-0.549, -0.870, 0.428], [0.008, 0.347, 0.676], [0.159, 1.832, 0.011], [1.794, 1.238, -0.379], [0.043, 0.023, -0.185], [-0.821, -2.178, -0.839], [0.135, -0.459, 0.745], [0.414, 0.078, 0.125], [-0.012, 1.257, 0.287], [-0.449, -1.040, 0.515], [0.196, 0.407, -0.191], [-0.391, 1.764, 1.738], [-0.062, 0.485, 0.379], [-0.158, 1.946, 0.666], [-1.100, -1.980, 0.584], [-0.153, 0.540, 0.207], [0.291, 0.032, -0.281], [0.259, -1.669, -0.856], [0.617, 0.387, 0.290], [-0.056, -0.994, -0.513], [-1.412, -1.814, -1.335], [-0.341, 0.155, 0.528]],
  "mulliken_charge": [-0.87, 0.45, -0.74, 0.38, -0.96, 0.56, -0.95, 0.52, -0.40, -1.68, 0.19, 0.63, 0.35, 0.00, -0.87, 0.43, 0.90, 0.20, 0.29, -0.31, 0.55, 0.43, 0.29, -1.47, 0.38, -0.34, -0.35, -0.67, -0.47, 0.47, 0.40, 0.76, 0.20, 0.60, 0.52, 0.38, 0.02, 0.33, -0.90, 0.72, -1.37, -0.17, 1.01, 0.46, 0.27, 0.89, -0.62, -0.48, -0.81, -0.42, 0.50, 0.37, -0.89, 0.31, 0.48, -0.28, 0.48, 0.37, 0.36, -0.71, 0.31, 0.20, 0.32, 1.28, -0.24, -0.83, 0.37, -0.66, 0.33, 0.31, -1.52, 0.50, -0.73, 0.37, -1.15, -1.13, 0.18, 0.43, -0.41, 0.44, 0.00, 0.53, 0.45, 0.72, 0.32, -0.89, -2.30, 0.16, 0.37, -0.58, 0.51, -0.24, 0.64, 1.20]
}